# 1
This record from the Open Molecules 2025 dataset describes 6 unconnected molecules or ions with the total composition C6H19NO5 in a non-equilibrium geometry. The level of theory is the ωB97M-V functional and the def2-TZVPD basis.

Calculated values
frontier orbital gap (spin up / spin down): 10.47 / 6.57 eV
charge: +1
spin multiplicity: 2
M: 185.22 u
total energy: -18249.3692 eV

The geometry in XYZ format:
```
31
Properties=species:S:1:pos:R:3:nbo_charge:R:1
C 0.07120 -2.94513 0.03161 -0.6973
C 0.37701 -1.73024 0.77675 0.0090
C 0.60120 -1.59392 2.16040 0.1839
N 0.84993 -0.29757 2.48886 -0.5366
C 0.76640 0.43710 1.33892 0.4007
C 0.42614 -0.43448 0.27734 -0.2624
C 1.02374 1.87498 1.34384 -0.7265
H 0.51776 -3.08788 -0.95635 0.2636
H 0.49043 -3.87956 0.44233 0.2603
H -0.99218 -3.20431 0.00881 0.2799
H 0.64047 -2.37175 2.91121 0.2556
H 0.97963 0.15297 3.38017 0.4589
H 0.31727 -0.13352 -0.75425 0.2541
H 1.05250 2.33879 0.35615 0.2716
H 0.29557 2.42844 1.93739 0.2825
H 2.02892 2.10420 1.72467 0.2774
H -1.50384 1.37903 -0.56262 0.4864
H -1.88776 1.84237 0.92832 0.4585
O -2.16007 1.79513 0.00886 -0.9228
H -1.80640 -1.01041 1.89654 0.4393
H -2.56504 0.08864 1.00325 0.4916
O -2.64459 -0.61233 1.66902 -0.9423
H -0.05071 2.77344 -2.91841 0.4996
H 0.52263 1.88305 -1.78595 0.4577
O -0.28999 2.24183 -2.15350 -0.9593
H 2.74158 1.22712 -1.29424 0.4522
H 2.26373 0.72574 -2.57453 0.4652
O 2.67920 1.52373 -2.21303 -0.9045
H -1.82159 -1.82947 -2.73389 0.4714
H -1.05399 -0.71854 -3.58904 0.4744
O -1.86913 -0.96743 -3.14862 -0.9422
```

---

# 2
This record from the Open Molecules 2025 dataset describes a molecular structure, C4H36O15 in a non-equilibrium geometry. The level of theory is the ωB97M-V functional and the def2-TZVPD basis.

Calculated values
frontier orbital gap: 9.43 eV
M: 324.32 u
total energy: -35442.5391 eV

The geometry in XYZ format:
```
55
Properties=species:S:1:pos:R:3:nbo_charge:R:1
C -0.16787 -0.42831 0.35234 -0.0629
O 0.99972 0.28358 -0.05628 -0.8024
C 0.14527 -1.23890 1.61918 -0.4606
C -0.88142 -2.37921 1.87262 0.1146
C -0.23090 -3.77269 1.65624 -0.6430
O -1.90208 -2.17242 0.90772 -0.7712
H -0.55434 -1.01573 -0.47566 0.2180
H -0.97562 0.30892 0.44655 0.1722
H 1.25176 0.94029 0.60394 0.5081
H 0.04647 -0.59318 2.49425 0.2147
H 1.15646 -1.57582 1.41765 0.2201
H -1.35766 -2.49106 2.84836 0.1767
H -1.05731 -4.27614 1.14134 0.2185
H 0.05616 -4.27749 2.57155 0.2156
H 0.53030 -3.84710 0.87802 0.2192
H -2.72758 -2.66442 0.91973 0.5110
H 3.90679 -0.86040 3.86197 0.5048
H 3.43198 -0.85535 2.30573 0.5028
O 3.58276 -0.35945 3.11593 -0.9815
H -4.57937 0.08663 -2.12153 0.4745
H -3.93004 0.17850 -3.55763 0.4720
O -4.63707 -0.19714 -3.03335 -0.9476
H -5.12087 -1.26751 -1.21641 0.4486
H -4.38804 -0.77997 0.00144 0.4509
O -4.92862 -1.51262 -0.30072 -1.0075
H -2.92733 -1.01262 0.54098 0.5028
H -2.77063 0.49806 0.10708 0.4951
O -3.26738 -0.32007 -0.02808 -0.9513
H 5.15371 -1.69183 -0.23386 0.4614
H 3.83395 -1.45616 -0.94697 0.4982
O 4.28839 -2.08696 -0.35745 -0.9710
H -0.17363 2.17813 -1.24123 0.4906
H -1.13284 2.12360 -2.40675 0.4795
O -1.06749 2.37998 -1.48216 -0.9556
H 1.57413 -1.34739 -2.39466 0.4734
H 1.91515 -0.27042 -1.28730 0.4980
O 2.29091 -0.95199 -1.89754 -1.0044
H -0.34272 3.47501 1.50273 0.4657
H 0.38182 4.26364 0.41483 0.4677
O -0.27884 4.35023 1.11014 -0.9309
H 2.22817 1.88182 -1.74327 0.4826
H 3.02864 2.93763 -2.57903 0.4854
O 2.32262 2.81800 -1.94006 -0.9677
H 1.71167 2.12982 2.78921 0.5036
H 2.40576 0.77390 2.43742 0.5181
O 1.94429 1.54998 2.06251 -0.9931
H 3.63664 3.07804 -0.02266 0.4728
H 3.24706 1.96046 0.94120 0.4772
O 3.97848 2.27053 0.37268 -0.9750
H -3.69433 2.54320 0.60878 0.4751
H -2.48655 2.45696 -0.34382 0.4968
O -2.74305 2.42576 0.58013 -0.9664
H -0.54407 -1.79002 -4.04591 0.4719
H 0.68597 -2.61692 -3.61438 0.4657
O -0.25721 -2.50137 -3.46826 -0.9318
```

---

# 3
This record from the Open Molecules 2025 dataset describes a molecular structure, C4H9NO3S in a non-equilibrium geometry. The level of theory is the ωB97M-V functional and the def2-TZVPD basis.

Calculated values
frontier orbital gap: 9.33 eV
M: 151.19 u
total energy: -22759.7422 eV

The geometry in XYZ format:
```
18
Properties=species:S:1:pos:R:3:nbo_charge:R:1
C -1.96145 -1.05102 1.06864 0.8777
C 1.09663 -1.12456 -0.63087 -0.6623
C -0.01409 0.01936 -0.94527 0.0550
C -0.77438 0.41732 0.33196 -0.2876
N 0.16637 0.41453 1.50921 -0.7900
O -1.23875 -1.60310 1.90789 -0.6895
O -3.11708 -1.10115 0.60556 -0.6300
O 0.78773 1.09003 -1.46667 -0.7321
S -1.80682 1.78630 0.32548 0.0209
H 1.17764 -1.68310 -1.56204 0.2350
H 0.60791 -1.82307 0.12246 0.2268
H 2.12311 -0.77902 -0.30033 0.2144
H -0.59959 -0.38507 -1.82508 0.2084
H -0.14205 1.24209 2.12834 0.4388
H -0.25203 -0.45955 2.08464 0.4703
H 1.13370 0.33755 1.16576 0.4384
H 0.28632 1.85544 -1.44977 0.4655
H -2.80506 1.13737 0.63033 0.1404
```

---

# 4
This record from the Open Molecules 2025 dataset describes a molecular structure, ArH24O12 in a non-equilibrium geometry. The level of theory is the ωB97M-V functional and the def2-TZVPD basis.

Calculated values
frontier orbital gap: 9.92 eV
M: 256.13 u
total energy: -39315.1053 eV

The geometry in XYZ format:
```
37
Properties=species:S:1:pos:R:3:nbo_charge:R:1
Ar 0.16091 -0.16674 0.43723 -0.0005
O -2.46880 1.19530 2.83813 -0.9789
H -1.54616 1.06928 3.05969 0.5058
H -2.93778 0.58487 3.40704 0.4791
O -3.65070 0.85996 0.19161 -0.9696
H -3.34192 1.09515 1.06658 0.5090
H -3.71596 1.69471 -0.27226 0.4699
O 2.20122 -3.31971 -0.05280 -0.9733
H 3.12040 -3.33834 -0.31923 0.4725
H 1.84131 -2.54596 -0.48639 0.4944
O -2.76262 -1.29779 -1.29011 -0.9708
H -3.04681 -0.56659 -0.74165 0.5054
H -2.88149 -2.07144 -0.73915 0.4667
O 2.75209 0.40239 2.65862 -0.9616
H 3.05985 -0.30889 2.09683 0.4878
H 3.07183 1.19869 2.23449 0.4788
O 2.04199 -1.17303 -2.04049 -0.9892
H 1.16688 -0.99269 -2.38386 0.5168
H 2.48193 -1.65079 -2.74364 0.4774
O -1.33751 2.84185 -0.96926 -0.9439
H -1.70526 3.50409 -0.38408 0.4824
H -1.84901 2.92231 -1.77432 0.4840
O 1.34615 2.79989 -0.81538 -0.9700
H 0.39650 2.68011 -0.80901 0.4948
H 1.54800 3.16335 0.04682 0.4614
O 0.00220 0.02652 4.12456 -0.9733
H 0.78971 0.22066 3.61626 0.5002
H 0.24970 0.21137 5.03055 0.4752
O -0.62080 -3.76317 -0.99826 -0.9311
H -1.45432 -3.52982 -0.58959 0.4478
H 0.02116 -3.69168 -0.29185 0.4821
O -0.61466 -0.62505 -2.85665 -0.9749
H -0.73560 0.28736 -3.11956 0.4630
H -1.34497 -0.80285 -2.26398 0.5083
O 3.62911 1.12016 -1.68277 -0.9922
H 2.93943 1.68118 -1.32804 0.4832
H 3.19400 0.28538 -1.85609 0.4834
```

---

# 5
This record from the Open Molecules 2025 dataset describes a molecular structure, C6H8AlLiO3 in a non-equilibrium geometry. The level of theory is the ωB97M-V functional and the def2-TZVPD basis.

Calculated values
frontier orbital gap (spin up / spin down): 5.60 / 5.60 eV
charge: +2
M: 162.05 u
total energy: -19278.0912 eV

The geometry in XYZ format:
```
19
Properties=species:S:1:pos:R:3:nbo_charge:R:1
C 2.44589 2.02697 0.03215 -0.2815
C 2.65816 1.11471 -0.93307 -0.2817
C 2.04267 -0.26258 -0.73582 -0.0605
C 0.90557 -0.18351 -1.71656 0.5403
O -0.25176 -0.38377 -1.31856 -0.7937
Li -2.20878 -0.40313 -1.28093 0.9814
H 2.07806 3.02515 -0.21464 0.2396
H 2.42742 1.76600 1.09143 0.2210
H 3.43205 1.23228 -1.69609 0.2799
H 1.11309 -0.08435 -2.79473 0.2423
H 2.73451 -1.03379 -1.14910 0.2635
O -2.17768 -0.65346 0.57004 -1.0140
O 1.60535 -0.44832 0.54420 -0.8810
C -3.23351 -0.65086 1.38769 0.0754
C -3.21756 -0.90936 2.70197 -0.4094
H -4.18555 -0.40523 0.89625 0.2209
H -4.15400 -0.92237 3.25842 0.2686
H -2.28823 -1.12346 3.23620 0.1964
Al -0.23148 -0.69711 0.71033 2.1923
```

---

# 6
This record from the Open Molecules 2025 dataset describes a single CH4NOP molecule in a non-equilibrium geometry. The level of theory is the ωB97M-V functional and the def2-TZVPD basis.

Calculated values
SMILES: CNP=O
frontier orbital gap: 8.23 eV
M: 77.02 u
total energy: -13927.0983 eV

The geometry in XYZ format:
```
8
Properties=species:S:1:pos:R:3:nbo_charge:R:1
C -1.09006 -0.02697 0.13807 -0.4275
N 0.23006 -0.00049 -0.56586 -0.9106
O 2.97567 -0.61204 -0.12984 -0.9560
P 1.81723 -0.22908 0.71199 1.3820
H -1.57936 0.86309 -0.30884 0.1935
H -1.64940 -0.95285 -0.11811 0.1928
H -0.98673 0.01735 1.15498 0.1723
H 0.28259 0.94100 -0.88240 0.3537
```